Entry 1:
Here is a 2-piece molecular cluster, C3H7NO2 overall from the Open Molecules 2025 dataset. Energies are from the ωB97M-V functional and the def2-TZVPD basis.

As for the spin multiplicity: 1.

Last column: Mulliken charge in e.
Positions of all 13 atoms, in Å:
C 1.52 -0.31 1.20  -1.104
C 1.36 0.65 0.27  0.278
O 1.87 0.64 -0.97  -0.442
C -1.41 0.00 -0.44  -0.325
O -1.21 -1.18 0.17  -0.405
N -2.57 -0.05 -1.10  -0.168
H 1.16 -0.14 2.21  0.330
H 2.18 -1.16 1.03  0.294
H -0.35 -1.08 0.61  0.428
H 0.79 1.55 0.45  0.362
H 2.34 -0.19 -1.10  0.288
H -2.85 0.75 -1.63  0.257
H -3.17 -0.87 -1.12  0.209

***

Entry 2:
Here is a 2-piece molecular cluster, C3H7NO2 overall in a non-equilibrium geometry from the Open Molecules 2025 dataset. Energies are from the ωB97M-V functional and the def2-TZVPD basis.

As for the spin multiplicity: 1.

Last column: Mulliken charge in e.
Positions of all 13 atoms, in Å:
C 1.06 -1.79 0.28  -0.747
C -0.41 -1.36 -1.47  -0.281
N 0.56 -0.93 -0.79  -0.336
H 2.01 -2.19 -0.07  0.281
H 1.32 -1.09 1.08  0.245
H 0.39 -2.53 0.73  0.337
H -0.80 -2.38 -1.40  0.258
H -0.95 -0.62 -2.05  0.255
H 0.04 2.51 -0.68  0.305
O -0.65 2.23 -0.12  -0.361
C -0.69 2.60 1.18  0.223
O -0.43 3.63 1.72  -0.443
H -1.46 1.91 1.59  0.262

***

Energy relative to the best compared isomer or geometry (same formula, charge and spin) (computed, kJ/mol): 295.72; 249.45
HOMO energy (computed, eV): -8.5; -9.8